19
Properties=species:S:1:pos:R:3:lowdin_charge:R:1 method="wB97M-V/def2-TZVPD" e_homo_ev=-10.10 orbital_gap_ev=11.047 de_lowest_ev=0.175 lumo_ev=0.94 total_energy_ha=-311.0528 smiles=CC1(O)CCCC1
C 1.94356 -0.77664 -0.39666 -0.018
C 0.63024 -0.21529 0.14242 -0.574
O 0.64557 -0.21114 1.57672 -0.022
C 0.18551 1.17437 -0.33744 -0.133
C -1.30490 1.23401 0.07450 -0.168
C -1.75893 -0.24188 0.24583 -0.183
C -0.58852 -1.05300 -0.29638 -0.143
H 2.64805 -0.00694 -0.72042 0.080
H 1.74150 -1.43382 -1.24473 0.079
H 2.42300 -1.38253 0.37876 0.085
H 1.43251 0.27402 1.86138 0.102
H 0.77699 1.99129 0.09498 0.117
H 0.30014 1.23053 -1.42759 0.118
H -1.41804 1.76950 1.02105 0.103
H -1.90149 1.76239 -0.67485 0.101
H -2.70525 -0.46002 -0.25634 0.104
H -1.87511 -0.48121 1.30410 0.104
H -0.63827 -1.08563 -1.39592 0.124
H -0.53655 -2.08801 0.05058 0.123